(1)
Formula: C3H11NO4
Source: the Open Molecules 2025 dataset
Level of theory: the ωB97M-V functional and the def2-TZVPD basis

Charge: 0
Orbital gap (eV): 10.8829
Multiplicity: 1

Geometry as XYZ:
```
19
C3H11NO4 (the ωB97M-V functional and the def2-TZVPD basis)
N 0.381 1.542 -0.624
C 0.041 0.453 0.127
O 0.759 -0.545 0.046
C -1.184 0.599 0.890
C -2.382 0.714 -0.145
O -3.444 0.109 0.638
H 0.973 1.497 -1.438
H 0.099 2.475 -0.392
H -1.345 -0.376 1.419
H -1.161 1.550 1.455
H -2.619 1.695 -0.558
H -2.236 -0.067 -0.871
H -3.418 -0.851 0.555
O 3.002 0.658 -1.295
H 2.987 0.489 -0.304
H 2.413 -0.116 -1.378
O 2.120 -3.025 0.499
H 1.832 -2.848 1.389
H 1.451 -2.547 -0.036
```

(2)
Formula: C3H11NO4
Source: the Open Molecules 2025 dataset
Level of theory: the ωB97M-V functional and the def2-TZVPD basis

Charge: +1
Orbital gap (alpha / beta) (eV): 11.2869 / 5.3351
<S²>: 0.760
Multiplicity: 2

Geometry as XYZ:
```
19
C3H11NO4 (the ωB97M-V functional and the def2-TZVPD basis)
C -0.413 0.355 2.207
N -0.529 1.028 0.928
C -0.149 0.383 -0.256
O -0.838 0.715 -1.293
O 0.784 -0.400 -0.235
C -1.604 -0.681 2.360
H -0.350 1.160 2.948
H 0.579 -0.100 2.282
H -1.321 1.677 0.864
H -0.511 0.392 -2.191
H -2.128 -0.266 3.223
H -2.275 -0.742 1.513
H -1.159 -1.642 2.582
H 3.401 0.570 -1.611
H 2.095 -0.158 -1.451
O 2.860 -0.099 -2.059
H 0.098 -1.312 -2.938
H 1.207 -0.405 -3.491
O 0.254 -0.476 -3.382
```

(3)
Formula: C3H11NO4
Source: the Open Molecules 2025 dataset
Level of theory: the ωB97M-V functional and the def2-TZVPD basis

Charge: +1
Orbital gap (alpha / beta) (eV): 11.0302 / 5.7635
<S²>: 0.754
Multiplicity: 2

Geometry as XYZ:
```
19
C3H11NO4 (the ωB97M-V functional and the def2-TZVPD basis)
H -0.857 1.036 -1.626
O -1.188 0.695 -2.897
O -0.303 0.976 -0.696
H -2.151 0.581 -2.805
H -0.731 -0.082 -3.277
C -0.561 0.446 0.456
O -1.654 0.225 0.896
C 0.777 0.031 1.096
H 1.094 -0.901 0.630
N 0.681 -0.090 2.565
H 1.369 -0.575 3.147
H 0.724 0.891 2.878
C 1.909 1.031 0.844
H 2.821 0.830 1.408
H 2.131 0.939 -0.222
H 1.588 2.068 1.004
O -2.109 -2.607 -1.338
H -1.509 -3.332 -1.560
H -2.032 -2.161 -0.505
```

Short version: total energy = -12968.8900 -12960.9687 -12960.0542 eV, in the order given.
Short version: max |F| = 3.7 3.1 3.2 eV Å⁻¹, in the order given.